*a*
Below is the molecule C3H9NS, with properties calculated with ωB97M-V with the def2-TZVPD basis set.

XYZ file:
```
14
Properties=species:S:1:pos:R:3
C -0.030 0.760 0.937
H 0.099 0.842 -1.197
H -0.704 1.603 1.028
H 0.075 -1.826 -1.212
N -1.657 -0.234 -0.524
H 1.580 -0.827 -1.220
C 0.700 -1.124 -0.664
S 1.762 1.195 1.101
C -0.225 0.120 -0.449
H -0.335 0.056 1.707
H 0.997 -1.589 0.272
H -1.806 -1.232 -0.481
H -2.071 0.145 -1.364
H 1.614 2.111 2.067
```

For the orbital gap, the calculation gives 10.0 eV. Its net charge is 0. As for the SMILES: C[C@@H](N)CS.

*b*
Below is a cluster of 2 separate species, C3H9NS in total, with properties calculated with ωB97M-V with the def2-TZVPD basis set.

XYZ file:
```
14
Properties=species:S:1:pos:R:3
C -1.118 -1.568 -0.795
H -1.660 -1.072 -1.725
H -1.534 -1.385 0.141
H -0.045 -0.257 1.694
S 0.578 -0.867 -0.535
H -0.853 2.718 0.157
N 0.960 1.409 0.233
H -0.478 1.611 -1.140
H 1.565 -1.040 1.628
H -1.069 -2.655 -0.945
H 0.102 -2.110 1.477
C 0.612 -1.111 1.239
C 0.029 2.322 -0.407
H 0.603 3.082 -0.910
```

For the orbital gap (alpha / beta), the calculation gives 8.1 / 8.2 eV. Its net charge is 0.

*c*
Below is the molecule C3H9NS, with properties calculated with ωB97M-V with the def2-TZVPD basis set.

XYZ file:
```
14
Properties=species:S:1:pos:R:3
H 0.198 0.408 -1.129
H -0.748 -2.849 -1.105
H 1.479 0.510 1.193
N -0.482 -1.871 -1.224
H -1.213 0.868 -0.276
S 1.321 2.598 0.006
C 0.632 1.095 0.847
H 0.236 -1.646 0.726
C -0.261 0.347 -0.139
H -1.461 -1.203 0.561
H 0.500 -1.972 -1.477
H 0.008 1.484 1.649
C -0.492 -1.158 0.064
H 0.282 3.387 0.305
```

For the orbital gap, the calculation gives 10.0 eV. Its net charge is 0. As for the SMILES: NCCCS.

*d*
Below is a structure of composition C3H9NS, with properties calculated with ωB97M-V with the def2-TZVPD basis set.

XYZ file:
```
14
Properties=species:S:1:pos:R:3
H -0.404 -1.249 -1.180
C 1.027 2.158 -0.209
H -1.104 0.394 -0.930
H -2.461 -1.641 -0.128
H -0.950 -2.057 0.708
C -0.685 -0.443 -0.481
H 2.124 2.195 -0.081
H 0.592 2.726 0.776
N 1.737 -0.971 -0.094
H -2.003 -0.954 1.344
H 2.528 -1.268 0.443
S 0.740 -0.013 0.596
C -1.606 -1.274 0.357
H 0.464 2.398 -1.122
```

For the orbital gap, the calculation gives 8.7 eV. Its net charge is 0.

Stability, descending: *a*, *c*, *d*, *b*

*a*
Below is a structure of composition C3H9NS, with properties calculated with ωB97M-V with the def2-TZVPD basis set.

XYZ file:
```
14
Properties=species:S:1:pos:R:3
H 0.084 1.391 -1.374
C -1.327 -0.950 1.669
H 0.570 -0.164 -2.529
C 0.708 0.468 -1.485
H 3.238 -0.069 -2.280
H 0.086 -1.224 2.656
S -0.623 0.343 0.810
H -1.769 -2.285 0.963
H 2.091 0.546 0.076
N 1.975 0.767 -1.221
C -0.213 -0.526 -0.654
H 0.244 -1.500 -0.230
H -0.998 -1.142 -1.232
H -2.420 -0.364 2.347
```

For the orbital gap, the calculation gives 7.2 eV. Its net charge is 0.

*b*
Below is a cluster of 2 separate species, C3H9NS in total, with properties calculated with ωB97M-V with the def2-TZVPD basis set.

XYZ file:
```
14
Properties=species:S:1:pos:R:3
H -2.735 5.390 1.048
H 1.647 -3.678 -0.084
C -1.867 4.731 1.032
H 1.657 -0.290 -1.205
N -1.261 4.270 2.043
H -1.292 4.866 2.875
H -0.632 -1.226 -0.882
H -0.192 -2.571 -1.854
S 0.662 -2.821 0.232
C 0.226 -1.808 -1.208
C 1.349 -1.080 -1.899
H 2.181 -1.657 -2.287
H 0.999 -0.442 -2.725
H -1.783 4.099 0.142
```

For the orbital gap, the calculation gives 9.8 eV. Its net charge is 0. As for the SMILES: C=N.CCS.

Stability, descending: *b*, *a*

*a*
Below is the molecule C2H2Cl2O2, with properties calculated with ωB97M-V with the def2-TZVPD basis set.

XYZ file:
```
8
Properties=species:S:1:pos:R:3
C -0.476 -0.145 0.684
H 0.440 0.632 -1.152
H -0.333 -0.099 1.727
Cl 1.634 -1.217 -0.611
O -1.902 -0.478 -1.082
O -1.658 -0.486 0.190
C 0.616 0.238 -0.171
Cl 1.680 1.555 0.415
```

For the orbital gap (alpha / beta), the calculation gives 8.5 / 9.3 eV. Its net charge is 0.

*b*
Below is a cluster of 2 separate species, C2H2Cl2O2 in total, with properties calculated with ωB97M-V with the def2-TZVPD basis set.

XYZ file:
```
8
Properties=species:S:1:pos:R:3
O -0.954 1.662 -0.748
O 0.527 -0.943 0.149
C 1.679 -0.655 0.123
H 2.223 -0.759 -0.797
Cl -1.660 0.602 1.499
H 2.201 -0.269 0.995
C -1.473 0.737 -0.218
Cl -2.544 -0.374 -1.005
```

For the orbital gap, the calculation gives 10.6 eV. Its net charge is 0. As for the SMILES: O=C(Cl)Cl.C=O.

Stability, descending: *b*, *a*

*a*
Below is the molecule C4H10N4, with properties calculated with ωB97M-V with the def2-TZVPD basis set.

XYZ file:
```
18
Properties=species:S:1:pos:R:3
H -2.654 -0.406 -1.229
H -3.497 -0.817 0.239
N 1.943 1.389 -0.023
N 0.849 -0.665 0.167
H 1.858 2.431 -0.088
C -0.565 -1.171 0.050
C -2.843 -0.007 -0.224
C 0.815 0.744 -0.031
H 2.592 -1.646 0.517
H -0.926 -1.561 -0.917
N 2.055 -1.309 -0.186
N -0.524 1.125 -0.085
H 2.595 -0.687 -0.712
H -1.526 0.105 1.357
H -3.404 0.893 -0.416
H -0.761 -1.913 0.852
C -1.396 0.069 0.336
H -0.607 2.009 0.495
```

For the orbital gap, the calculation gives 9.2 eV. Its net charge is 0. As for the SMILES: [H]/N=C1\N[C@@H](C)CN1N.

*b*
Below is the molecule C4H10N4, with properties calculated with ωB97M-V with the def2-TZVPD basis set.

XYZ file:
```
18
Properties=species:S:1:pos:R:3
H 4.272 0.814 -0.153
N 1.536 0.235 -0.361
H -0.134 1.920 0.564
C -3.784 -0.794 0.104
H 2.406 -1.606 0.791
H 2.278 -0.109 1.469
H 4.586 -0.564 0.579
N -2.032 0.845 -0.113
C -0.519 0.863 0.116
H -4.568 -0.059 0.375
H -2.737 1.591 0.344
H -3.853 -1.864 -0.543
H 4.278 -0.879 -0.976
C 2.480 -0.360 0.528
N -2.590 -0.399 -0.038
N 0.139 -0.181 -0.154
C 3.925 -0.131 -0.169
H 1.488 -0.212 -1.255
```

For the orbital gap, the calculation gives 9.7 eV. Its net charge is 0. As for the SMILES: C=NN/C=N/NCC.

*c*
Below is a cluster of 2 separate species, C4H10N4 in total, with properties calculated with ωB97M-V with the def2-TZVPD basis set.

XYZ file:
```
18
Properties=species:S:1:pos:R:3
H -1.860 -1.735 -1.640
N -1.952 0.885 -1.240
H 1.453 2.307 -0.423
H -0.330 2.314 0.161
C 0.318 0.290 2.191
N 0.539 -0.821 1.677
C -0.937 0.133 -1.140
H 2.399 -0.286 0.337
H -0.095 -1.674 -1.902
H -2.824 0.367 -1.327
C 0.483 1.827 -0.381
H -0.407 0.410 2.991
C -0.912 -1.365 -1.254
H -0.736 -1.794 -0.269
N 1.676 -0.995 0.453
H 2.061 -1.805 0.924
H 0.794 1.226 1.813
N 0.330 0.715 -0.973
```

For the orbital gap, the calculation gives 10.1 eV. Its net charge is 0. As for the SMILES: [H]/N=C(\C)N=C.C=NN.

Stability, descending: *a*, *c*, *b*

*a*
Below is the molecule C4H10N4, with properties calculated with ωB97M-V with the def2-TZVPD basis set.

XYZ file:
```
18
Properties=species:S:1:pos:R:3
N -1.316 -0.263 1.308
C 1.004 -0.442 -0.054
H 2.409 0.414 1.110
H -0.644 2.142 -0.928
N 1.905 -1.220 -0.761
N 1.595 0.659 0.561
H -0.798 0.207 2.081
H -0.581 -2.712 -0.314
H 0.966 1.232 1.102
C -1.366 0.377 0.119
H -2.256 2.267 -0.290
C -1.267 1.851 -0.082
C -0.364 -0.708 -0.140
H 2.658 -0.685 -1.179
H -1.740 -1.809 -1.075
N -0.756 -1.865 -0.844
H 1.448 -1.840 -1.421
H -0.897 2.396 0.809
```

For the orbital gap (alpha / beta), the calculation gives 7.2 / 6.8 eV. Its net charge is 0.

*b*
Below is a structure of composition C4H10N4, with properties calculated with ωB97M-V with the def2-TZVPD basis set.

XYZ file:
```
18
Properties=species:S:1:pos:R:3
H -0.948 0.297 3.025
H 1.157 1.286 2.723
H 1.417 2.010 -0.886
N 0.135 0.524 -0.176
H -1.775 -1.817 -2.275
H -1.394 0.440 -1.619
C -0.851 -0.077 1.995
C 0.306 0.352 1.099
N 1.335 0.916 1.800
N -1.228 -1.134 1.490
H 2.194 1.203 1.361
C 1.161 0.963 -1.084
H 0.796 0.898 -2.111
N -1.395 -0.292 -0.913
H 2.072 0.355 -1.020
H -1.586 -2.327 -0.558
C -1.221 -1.659 -1.339
H -0.175 -1.938 -1.513
```

For the orbital gap (alpha / beta), the calculation gives 6.2 / 6.2 eV. Its net charge is 0.

*c*
Below is a structure of composition C4H10N4, with properties calculated with ωB97M-V with the def2-TZVPD basis set.

XYZ file:
```
18
Properties=species:S:1:pos:R:3
N 1.309 0.149 -0.700
H 0.379 1.023 1.036
H -1.935 -1.332 1.348
H -2.835 0.722 1.110
H 1.284 -2.077 -0.392
C -1.605 -0.144 -0.552
N -0.827 -1.325 -0.647
N -1.344 1.121 -1.032
C -2.551 -0.471 0.641
H -3.528 -0.905 -0.193
C 1.130 1.389 0.274
H 3.472 -0.704 -0.819
H -2.026 1.956 -0.663
N 2.861 -0.448 0.057
C 0.538 -1.168 -0.553
H 0.986 2.380 -0.345
H 2.591 -1.553 0.717
H 2.101 1.386 0.713
```

For the orbital gap, the calculation gives 9.3 eV. Its net charge is 0.

Stability, descending: *a*, *b*, *c*

*a*
Below is the molecule C4H6IN, with properties calculated with ωB97M-V with the def2-TZVPD basis set.

XYZ file:
```
12
Properties=species:S:1:pos:R:3
I -3.233 -0.099 0.080
C -0.037 -0.049 0.329
C -1.388 0.583 -0.612
H 2.529 -1.545 -0.681
H -0.258 -0.704 1.110
C -0.483 1.390 0.175
C 1.784 -1.391 0.066
H -1.197 0.517 -1.630
N 1.028 -0.517 -0.458
H -0.700 1.829 1.039
H 1.825 -1.964 0.951
H 0.130 1.950 -0.369
```

For the orbital gap, the calculation gives 9.1 eV. Its net charge is 0. As for the SMILES: C=N[C@H]1C[C@@H]1I.

*b*
Below is the molecule C4H6IN, with properties calculated with ωB97M-V with the def2-TZVPD basis set.

XYZ file:
```
12
Properties=species:S:1:pos:R:3
C 1.157 -0.350 0.200
I -3.784 -0.048 -0.250
N -1.450 1.984 0.243
C -2.185 0.841 0.793
H 0.443 -1.082 0.784
H -2.091 0.696 1.856
C 0.138 0.205 -0.789
H 1.443 0.420 0.917
C -0.829 0.915 -0.088
H 0.542 0.743 -1.527
H 1.920 -1.075 -0.289
H -0.443 -0.760 -1.113
```

For the orbital gap, the calculation gives 9.2 eV. Its net charge is 0. As for the SMILES: CCC1=N[C@H]1I.

Stability, descending: *a*, *b*

*a*
Below is a cluster of 4 separate species, C3H15NO3 in total, with properties calculated with ωB97M-V with the def2-TZVPD basis set.

XYZ file:
```
22
Properties=species:S:1:pos:R:3
H 3.231 -0.152 -0.553
O 1.335 0.814 1.377
H 0.645 -1.857 -1.985
H -1.648 -1.381 0.540
H 3.174 0.490 -1.855
H -2.071 0.478 4.375
O -1.420 1.177 4.532
H -1.538 0.409 -2.230
H 0.239 0.706 -2.511
C -1.301 -0.397 0.210
H -0.614 0.944 4.104
H 2.143 1.248 1.088
N -0.216 -0.377 -0.776
H -0.193 -2.453 -0.645
H -2.237 0.159 0.045
O 3.289 0.758 -0.932
H -1.145 0.080 1.198
C -0.292 -1.704 -1.428
H -1.193 -1.817 -2.034
C -0.572 0.659 -1.786
H -0.556 1.609 -1.249
H 0.939 0.606 0.515
```

For the orbital gap, the calculation gives 10.1 eV. Its net charge is 0. As for the SMILES: CN(C)C.O.O.O.

*b*
Below is a cluster of 4 separate species, C3H15NO3 in total, with properties calculated with ωB97M-V with the def2-TZVPD basis set.

XYZ file:
```
22
Properties=species:S:1:pos:R:3
H 2.651 -1.413 1.035
C 0.629 -0.996 1.751
N -0.810 -0.083 -0.058
C -0.798 -0.843 1.201
H -1.423 -0.335 1.954
H -1.108 3.690 1.190
H 0.559 -1.664 2.616
H -0.679 3.506 -0.245
C 1.622 -1.636 0.783
H 1.010 2.267 -2.232
O -1.008 3.008 0.515
H 0.990 -0.092 2.237
O -0.305 -1.069 -2.701
H -0.237 -1.073 -1.731
H -0.604 -1.954 -2.931
H -1.192 -1.852 1.062
H -0.152 1.309 -2.474
H 1.468 -1.265 -0.238
O 0.094 2.245 -2.526
H -0.468 0.825 0.260
H -1.785 0.139 -0.224
H 1.545 -2.716 0.757
```

For the orbital gap, the calculation gives 10.5 eV. Its net charge is 0. As for the SMILES: CCCN.O.O.O.

Stability, descending: *b*, *a*

*a*
Below is a cluster of 4 separate species, C3H15NO3 in total, with properties calculated with ωB97M-V with the def2-TZVPD basis set.

XYZ file:
```
22
Properties=species:S:1:pos:R:3
H -0.014 2.174 -1.164
H 2.014 2.553 -0.204
H -0.875 -2.312 0.566
H -0.002 0.432 1.650
C -1.274 0.478 -1.011
O -0.315 0.393 2.584
H 0.583 0.775 -2.055
H 1.411 -0.169 -0.059
H -1.383 -0.536 -1.348
H -2.006 1.159 -1.427
N 0.981 0.747 0.049
H 2.496 1.549 1.196
O 0.671 -1.696 -1.796
C 1.654 1.914 0.633
C 0.131 1.082 -1.113
H 0.514 0.241 3.051
H 0.860 2.484 1.131
H -2.247 -1.763 0.908
H 0.053 -1.192 -2.321
H 1.605 -1.667 -2.007
H -1.465 0.486 0.066
O -1.815 -2.525 0.507
```

For the orbital gap, the calculation gives 9.6 eV. Its net charge is 0. As for the SMILES: CCNC.O.O.O.

*b*
Below is a cluster of 4 separate species, C3H15NO3 in total, with properties calculated with ωB97M-V with the def2-TZVPD basis set.

XYZ file:
```
22
Properties=species:S:1:pos:R:3
H 0.829 0.239 2.028
O -2.311 2.043 -3.084
H 2.309 3.510 4.315
H -0.686 -3.170 0.067
H 3.476 4.394 4.598
H -1.750 -0.435 0.973
H 1.978 0.136 0.790
H 0.422 -0.803 -1.753
N 0.178 -0.336 -0.038
H 1.283 -1.432 1.253
H -1.915 -0.466 -0.716
O 3.315 3.463 4.174
C 1.041 -0.340 1.134
H 0.147 0.553 -0.445
C -1.251 -0.788 -0.004
H -1.636 -2.755 -1.154
H 1.377 -1.603 -2.619
H -2.321 -2.601 0.408
O 0.494 -1.164 -2.687
H -1.761 2.710 -3.554
C -1.405 -2.377 -0.220
H -1.814 1.220 -3.465
```

For the orbital gap, the calculation gives 9.9 eV. Its net charge is 0. As for the SMILES: CCNC.O.O.O.

Stability, descending: *a*, *b*